Run a
CH4O2 | wB97M-V/def2-TZVPD

CARTESIAN COORDINATES (ANGSTROEM)
C: 0.59081 -0.61768 -0.03656
O: -1.16499 1.47815 0.54615
O: -0.67692 -0.38123 -0.16252
H: 1.31719 0.31954 -0.25172
H: 0.99508 -1.19793 -0.95300
H: 0.84981 -1.26309 0.84299
H: -1.91098 1.66224 0.01466

Values from the calculation:
- HOMO-LUMO gap (alpha / beta) (eV) = 8.02 / 8.07
- HOMO energy (alpha / beta) (Ha) = -0.39009 / -0.39190

Here are the Mulliken charges for atoms 1 to 6, given in e: -0.42 -0.41 -0.24 0.26 0.26 0.25

---

Run b
CH4O2 | wB97M-V/def2-TZVPD

CARTESIAN COORDINATES (ANGSTROEM)
C: -0.18522 -0.16901 0.29566
O: 0.63030 0.99799 0.01972
O: -0.84309 -0.53972 -0.83136
H: 0.30209 -1.06485 0.69223
H: -0.93949 -0.09640 1.06959
H: 1.55625 0.87114 0.29138
H: -0.52083 0.00084 -1.53722

Values from the calculation:
- HOMO-LUMO gap (eV) = 10.88
- HOMO energy (Ha) = -0.37047
- SMILES = OCO

Here are the Mulliken charges for atoms 1 to 6, given in e: -0.01 -0.53 -0.48 0.21 0.21 0.32

---

Last place for stability: run a